(1)
Molecular formula: C21H29N2O3Si2Sn
Method: DFT, ωB97M-V/def2-TZVPD

The geometry in XYZ format:
```
58
Properties=species:S:1:pos:R:3
Sn -0.52634 0.25857 -0.69945
Si -1.99909 -2.54882 0.26550
Si 1.32002 -2.51415 -0.39598
O 1.28394 0.66144 0.15434
O -2.36616 0.72888 -0.05907
O 3.10411 4.44472 -0.41083
N -0.32440 2.41322 -0.46617
N 0.96347 2.86036 -0.34971
C 5.29461 1.23696 1.02769
C -1.25421 3.32717 -0.57622
C 1.75634 1.87952 0.03838
C -4.88497 3.97488 -0.53077
C -4.53784 1.62240 -0.05456
C -3.55278 -2.18540 -0.69413
C 5.88050 2.47924 0.76032
C 5.13183 3.52758 0.27905
C 2.48439 -1.67842 -1.58780
C 3.95390 1.06988 0.79125
C 3.76313 3.37056 0.04780
C -3.15237 1.78594 -0.21525
C 1.31689 -4.32306 -0.84099
C 1.75575 -2.30089 1.40041
C -1.96580 -1.83123 1.98381
C 3.16270 2.12296 0.29617
C -3.54076 4.15510 -0.67238
C -1.82264 -4.39618 0.36741
C -0.47656 -1.89826 -0.73138
C -2.64292 3.06788 -0.52163
C -5.37749 2.69484 -0.21191
H -3.13280 5.13202 -0.90085
H 6.93872 2.62318 0.93552
H 2.16187 4.21975 -0.52223
H -2.88356 -2.09798 2.51300
H 2.59868 -0.60751 -1.42931
H 2.83394 -2.41254 1.53839
H -1.12575 -2.23351 2.55371
H 5.57307 4.49280 0.07302
H 2.35315 -4.66826 -0.88674
H -3.65363 -1.14456 -0.98926
H 0.87055 -4.50208 -1.82142
H -4.42605 -2.44281 -0.08907
H -2.74711 -4.81511 0.77308
H -0.67099 -2.04445 -1.80393
H 2.15221 -1.84540 -2.61638
H 1.47282 -1.32726 1.80109
H -3.58767 -2.80206 -1.59558
H -0.90586 4.35612 -0.61282
H -1.89828 -0.74252 2.00620
H 1.27272 -3.07302 2.00338
H -6.44332 2.55664 -0.08462
H 0.79814 -4.94265 -0.11336
H -1.65304 -4.85100 -0.60947
H 5.89089 0.42396 1.41649
H -1.01147 -4.69386 1.03194
H -4.91060 0.63812 0.19256
H 3.47807 -2.12348 -1.49532
H -5.56908 4.80203 -0.65287
H 3.47720 0.11977 0.99094
```

## Properties
- orbital gap (eV) = 5.738
- HOMO energy (eV) = -10.9997
- DFT total energy (eV) = -52952.740
- total charge = +1



(2)
Molecular formula: C21H29N3O4S
Method: DFT, ωB97M-V/def2-TZVPD

The geometry in XYZ format:
```
58
Properties=species:S:1:pos:R:3
S -6.96743 7.84842 0.13773
O 1.73543 -1.20180 -1.15039
O 0.02404 0.65249 2.18155
O -5.16794 5.42351 -2.25569
O -5.64060 3.54716 1.28121
N -1.98177 0.61117 1.17630
N -5.16373 5.97549 -0.04732
N -3.83895 2.65618 0.23052
C -0.63979 0.43788 1.17649
C -6.85503 6.93811 -1.41912
C -7.65604 0.07871 -1.72189
C -4.13244 1.23602 0.46990
C -2.68537 1.04519 2.38155
C -5.37638 0.80463 -0.28982
C -6.42181 0.11209 -2.35208
C -5.63909 6.03503 -1.31933
C -4.15260 0.94724 1.97535
C 1.88018 -3.16118 1.10162
C -7.75344 0.41716 -0.38112
C -5.90594 6.64370 0.99333
C 0.01238 0.02567 -0.13108
C 1.17215 -0.92173 0.13487
C -5.29004 0.47537 -1.63821
C -6.61930 0.78273 0.32960
C -4.09162 5.07022 0.26227
C -2.88259 0.45527 0.04231
C -4.61316 3.68462 0.64192
C 0.46767 1.28263 -0.86958
C 0.73106 -2.19662 0.83532
H 1.53214 -4.02493 1.66763
H -2.40344 2.07127 2.62723
H 2.48775 -1.78872 -1.02663
H -3.43784 5.01158 -0.60742
H -2.45174 0.85041 -0.87840
H -0.36671 1.96504 -1.05301
H -3.15526 -0.59106 -0.11934
H -6.71072 1.07290 1.36661
H 1.21282 1.81926 -0.28012
H -4.33594 0.50773 -2.15157
H -8.54121 -0.20551 -2.27655
H -6.49600 5.93670 1.57402
H -5.23438 7.18264 1.66348
H -2.43886 0.40727 3.22730
H -8.71614 0.40460 0.11318
H 0.26621 -1.93285 1.78700
H 1.91123 -0.40633 0.75936
H -4.53169 -0.06496 2.13409
H 0.91022 1.02275 -1.82828
H -0.03421 -2.68813 0.22463
H 2.66907 -2.67996 1.68399
H 2.32118 -3.54482 0.17832
H -0.70165 -0.51753 -0.75888
H -3.51457 5.46264 1.10387
H -7.73148 6.31491 -1.59894
H -6.34015 -0.14333 -3.40056
H -3.03595 2.87037 -0.33805
H -6.73150 7.61998 -2.25605
H -4.78843 1.62739 2.53592
```

## Properties
- orbital gap (eV) = 9.443
- HOMO energy (eV) = -8.9646
- DFT total energy (eV) = -45745.128
- SMILES = CC[C@@H](O)[C@H](C)C(=O)N1CC[C@](NC(=O)CN2CSCC2=O)(c2ccccc2)C1
- ΔE to the lowest compared entry with this formula, charge and spin (kJ/mol) = 25.35